1.
The following is a DFT calculation (the ωB97M-V functional and the def2-TZVPD basis) of C29H22Br3N5O4W as an isolated structure at a distorted geometry.

Computed properties:
- Spin multiplicity: 1
- Orbital gap: 5.9 eV
- Net charge: +2
- HOMO: -13.15 eV

Element x y z (Å)
W1 -0.26 0.31 0.09
O1 0.39 3.28 -3.40
C1 1.41 2.61 -3.98
C2 1.90 3.18 -5.15
C3 2.94 2.57 -5.83
C4 3.51 1.39 -5.37
C5 3.04 0.82 -4.22
C6 1.98 1.41 -3.50
C7 1.52 0.77 -2.29
O2 0.52 1.30 -1.61
N1 2.10 -0.33 -1.85
N2 1.55 -0.68 -0.66
C8 2.11 -1.60 0.03
C9 1.62 -1.78 1.38
C10 2.17 -2.66 2.28
C11 1.70 -2.65 3.59
C12 0.72 -1.74 3.95
C13 0.20 -0.90 2.99
N3 0.64 -0.93 1.73
H1 0.10 2.79 -2.61
H2 1.46 4.10 -5.51
H3 3.31 3.03 -6.74
H4 4.32 0.92 -5.92
H5 3.47 -0.09 -3.83
H6 2.99 -2.10 -0.36
H7 2.95 -3.33 1.96
H8 2.11 -3.34 4.32
H9 0.34 -1.69 4.96
H10 -0.57 -0.18 3.22
O3 0.87 5.59 1.56
C14 0.99 4.28 1.39
C15 2.14 3.55 1.79
C16 2.20 2.20 1.57
N4 1.14 1.63 0.99
C17 0.11 2.30 0.62
Br1 -2.38 1.06 -1.48
C18 -0.09 3.63 0.78
H11 1.65 5.98 1.99
H12 2.98 4.05 2.26
H13 3.05 1.59 1.86
H14 -0.97 4.17 0.47
C19 -0.47 -3.64 -0.56
C20 -1.64 -3.16 0.25
C21 -2.69 -4.04 0.57
C22 -3.78 -3.61 1.26
C23 -3.84 -2.26 1.69
C24 -4.91 -1.65 2.40
Br2 -6.42 -2.66 2.85
C25 -4.86 -0.33 2.76
C26 -3.73 0.45 2.43
Br3 -3.64 2.26 2.93
C27 -2.69 -0.12 1.76
O4 -1.57 0.54 1.40
C28 -2.74 -1.46 1.36
N5 -1.67 -1.90 0.65
H15 -0.79 -4.40 -1.28
H16 0.27 -4.11 0.09
H17 0.01 -2.83 -1.09
H18 -2.62 -5.07 0.23
H19 -4.60 -4.28 1.48
H20 -5.68 0.12 3.29
C29 -1.23 -0.54 -1.67
H21 -0.75 -0.45 -2.64
H22 -1.90 -1.38 -1.63


2.
The following is a DFT calculation (the ωB97M-V functional and the def2-TZVPD basis) of C4H9NO3 as an isolated structure at a distorted geometry.

Computed properties:
- Spin multiplicity: 1
- Orbital gap (alpha / beta): 7.5 / 7.5 eV
- HOMO (alpha / beta): -7.29 / -7.30 eV

Element x y z (Å)
C1 -0.18 0.24 -1.72
N1 0.10 -0.23 -0.34
C2 1.33 0.66 0.61
O1 0.62 -1.54 -0.41
O2 1.21 1.98 0.35
O3 2.38 0.06 0.72
H1 1.47 -1.46 0.09
H2 2.10 2.36 0.44
H3 0.67 0.01 -2.36
H4 -1.08 -0.26 -2.08
H5 -0.33 1.32 -1.69
C3 -0.97 -0.09 0.71
C4 -1.79 -1.16 1.00
H6 -1.38 -2.15 1.13
H7 -1.46 0.87 0.55
H8 0.04 0.35 1.56
H9 -2.75 -0.97 1.45


3.
The following is a DFT calculation (the ωB97M-V functional and the def2-TZVPD basis) of C21H15F3N6O4S4Sn as an isolated structure.

Computed properties:
- Spin multiplicity: 1
- Orbital gap: 8.0 eV
- HOMO: -8.47 eV

Element x y z (Å)
Sn1 -0.07 -0.23 -0.60
S1 -2.44 -0.22 3.47
C1 -0.79 -0.38 3.99
C2 -0.25 -0.27 5.27
C3 1.11 -0.44 5.41
C4 1.93 -0.72 4.31
C5 1.39 -0.84 3.04
C6 0.02 -0.66 2.89
N1 -0.67 -0.75 1.69
C7 -1.94 -0.53 1.84
C8 -2.85 -0.53 0.69
C9 -4.23 -0.55 0.86
C10 -5.05 -0.56 -0.26
C11 -4.48 -0.53 -1.52
C12 -3.10 -0.50 -1.68
C13 -2.25 -0.51 -0.58
H1 -0.88 -0.04 6.12
H2 1.55 -0.35 6.39
H3 2.99 -0.84 4.46
H4 2.01 -1.06 2.18
H5 -4.66 -0.58 1.85
H6 -6.12 -0.58 -0.14
H7 -5.12 -0.52 -2.40
H8 -2.70 -0.47 -2.68
S2 3.32 0.48 -0.28
C14 4.74 1.42 0.14
C15 6.09 1.14 -0.19
N2 7.18 0.91 -0.47
C16 4.19 2.45 0.83
S3 2.49 2.06 0.78
C17 4.78 3.58 1.45
N3 5.22 4.51 1.96
N4 -0.33 -4.62 -0.45
C18 -0.24 -3.44 -1.11
N5 -0.76 -3.37 -2.33
O1 0.36 -2.49 -0.56
H9 -0.79 -5.42 -0.83
H10 0.01 -4.64 0.50
H11 -1.32 -4.12 -2.70
H12 -0.71 -2.50 -2.86
C19 -0.63 4.25 -1.24
C20 -0.78 3.18 -0.27
N6 -0.88 2.32 0.48
H13 -0.32 3.82 -2.19
H14 0.13 4.95 -0.88
H15 -1.57 4.78 -1.35
F1 2.16 1.47 -4.80
C21 1.61 0.31 -4.44
F2 2.37 -0.24 -3.50
F3 1.61 -0.50 -5.50
S4 -0.10 0.58 -3.82
O2 0.03 1.65 -2.85
O3 -0.89 0.84 -4.99
O4 -0.39 -0.70 -3.15


4.
The following is a DFT calculation (the ωB97M-V functional and the def2-TZVPD basis) of a 2-piece molecular cluster, C5H14N2O4P overall at a distorted geometry.

Computed properties:
- Spin multiplicity: 1
- Orbital gap: 10.4 eV
- Net charge: +1
- HOMO: -13.13 eV

Element x y z (Å)
C1 -1.58 0.73 1.41
C2 -3.62 -0.16 0.30
C3 -0.51 1.97 3.20
C4 2.11 -2.48 -1.61
C5 2.51 1.01 -1.35
N1 -0.55 -1.12 0.24
N2 -2.66 0.60 0.96
O1 -0.54 0.24 -1.84
O2 -0.58 1.18 1.94
O3 1.24 -1.40 -1.96
O4 1.52 0.50 -0.37
P1 0.37 -0.55 -0.90
H1 -4.26 0.57 -0.18
H2 -4.14 -0.68 1.11
H3 -3.12 -0.73 -0.44
H4 -0.41 1.44 4.10
H5 -1.50 2.56 3.23
H6 0.44 2.44 3.19
H7 2.90 -2.43 -2.43
H8 1.51 -3.41 -1.74
H9 2.36 -2.52 -0.53
H10 3.48 0.62 -1.05
H11 2.63 2.03 -1.21
H12 2.45 0.67 -2.36
H13 0.05 -1.62 0.94
H14 -0.10 0.55 -2.66


5.
The following is a DFT calculation (the ωB97M-V functional and the def2-TZVPD basis) of a 3-piece molecular cluster, C3H3ClF2O overall at a distorted geometry.

Computed properties:
- Spin multiplicity: 1
- Orbital gap: 9.9 eV
- HOMO: -9.78 eV

Element x y z (Å)
C1 1.01 0.73 0.79
C2 1.68 0.04 -0.12
C3 -2.41 -0.57 -0.77
O1 -2.13 -0.27 0.43
F1 0.72 2.03 1.03
F2 2.03 0.44 -1.35
Cl1 2.33 -1.39 0.49
H1 -3.36 -0.53 -1.33
H2 -1.44 -0.56 -1.36
H3 1.57 0.07 2.19


6.
The following is a DFT calculation (the ωB97M-V functional and the def2-TZVPD basis) of C2H4CuO4 as an isolated structure at a distorted geometry.

Computed properties:
- Spin multiplicity: 1
- Orbital gap: 8.2 eV
- Net charge: -1
- HOMO: -4.48 eV

Element x y z (Å)
O1 0.57 1.19 -0.09
O2 2.64 0.29 -0.04
C1 1.41 0.27 0.03
O3 0.78 -0.95 0.25
C2 1.49 -2.00 0.87
H1 0.78 -2.50 1.54
H2 1.85 -2.70 0.11
H3 2.35 -1.66 1.47
Cu1 -1.45 0.34 0.01
O4 -3.46 0.16 0.11
H4 -4.17 -0.29 -0.34